ORCA calculation (ωB97M-V/def2-TZVPD) on a structure of composition C40H38ClCsN12O6 at a distorted geometry.

XYZ file:
```
98
Properties=species:S:1:pos:R:3:forces:R:3
Cs -0.26573 -1.65441 1.97211 -1.32 2.72 -0.40
C 0.11114 -1.82160 5.37115 -0.03 0.00 0.09
C 0.29952 -0.34942 5.58559 0.02 -0.04 -0.13
C -0.15576 0.26030 6.75177 -0.03 -0.03 0.03
C -0.04718 1.63033 6.88009 0.00 0.01 -0.01
C 0.53447 2.34937 5.85160 -0.01 -0.01 0.04
C 1.01279 1.66107 4.73859 0.06 0.04 -0.21
N 0.88534 0.34132 4.60101 -0.16 0.00 0.17
C 1.70346 2.41438 3.63611 -0.13 -0.20 0.05
C 2.26471 3.65945 3.90800 0.01 0.06 0.00
C 2.84524 4.36825 2.87429 -0.02 -0.04 0.00
C 2.88855 3.79153 1.62081 0.02 0.05 0.02
C 2.36912 2.50967 1.44783 -0.05 -0.16 -0.15
N 1.75691 1.84631 2.43045 0.10 0.18 0.06
C 2.51638 1.81488 0.12185 -0.04 0.08 0.17
C 3.46655 2.25343 -0.79936 -0.01 -0.02 0.01
C 3.58405 1.58891 -2.00652 0.00 0.01 0.02
C 2.77606 0.49306 -2.24528 0.04 0.00 -0.05
C 1.87836 0.09933 -1.26109 -0.12 -0.04 0.22
C 1.02955 -1.12170 -1.40726 0.01 0.02 -0.11
N 1.73627 0.76130 -0.10609 0.04 0.05 -0.20
H -0.32540 -2.29486 6.24966 0.07 -0.02 0.02
H 1.04589 -2.31940 5.11315 0.01 0.02 -0.02
H -0.57811 -1.97906 4.54222 -0.04 -0.06 0.28
H -0.60137 -0.34422 7.53085 0.00 0.01 0.01
H -0.41584 2.13516 7.76474 0.01 0.00 0.00
H 0.60700 3.42533 5.91306 -0.01 -0.01 0.01
H 2.25493 4.06114 4.90998 0.03 0.02 -0.01
H 3.26781 5.34996 3.04396 0.00 0.00 0.01
H 3.32572 4.33093 0.79491 -0.01 0.00 -0.02
H 4.12334 3.07901 -0.57342 0.02 0.01 -0.01
H 4.31175 1.91352 -2.73911 -0.01 -0.02 -0.01
H 2.84956 -0.07297 -3.16540 0.01 0.00 0.00
H 1.23842 -1.65934 -2.33008 0.06 0.09 0.07
H -0.02634 -0.85322 -1.37978 -0.04 -0.09 0.00
H 1.22804 -1.78162 -0.56481 0.00 -0.07 -0.07
C -3.43112 2.43868 -1.85289 -0.03 -0.04 0.15
N -3.08168 1.25646 -1.09765 -0.07 -0.03 -0.07
C -1.91941 0.94150 -0.51283 0.13 -0.01 0.02
N -1.98082 -0.26514 0.00821 -0.32 0.26 -0.32
C -3.24611 -0.65281 -0.28942 -0.05 -0.07 -0.02
N -3.95161 0.22863 -0.96343 0.09 0.06 -0.03
C -2.68434 2.60211 -3.15814 0.01 0.03 -0.04
C -2.90340 3.77943 -3.86621 -0.01 0.02 -0.02
C -2.24279 4.02311 -5.05831 0.03 -0.03 0.01
C -1.34308 3.09408 -5.55128 -0.07 0.07 0.01
C -1.12037 1.91350 -4.84987 0.15 -0.01 -0.18
C -1.79588 1.65966 -3.65904 -0.03 -0.01 0.05
C -0.13675 0.97873 -5.41065 -0.18 0.14 0.56
N 0.62232 1.18217 -6.42286 0.17 -0.34 -0.30
N 1.37979 0.01938 -6.58236 -0.10 0.43 -0.04
C 1.02697 -0.77047 -5.63568 0.00 -0.37 0.36
O 0.07381 -0.23103 -4.82399 -0.01 0.03 -0.37
C 1.55252 -2.11225 -5.36122 0.06 0.18 -0.15
C 2.66385 -2.52981 -6.08888 0.03 -0.04 0.00
C 3.19290 -3.78837 -5.86324 -0.05 0.02 0.02
C 2.62645 -4.61594 -4.90545 0.03 0.03 -0.04
C 1.52117 -4.20055 -4.17109 0.05 0.00 0.01
C 0.99652 -5.13833 -3.10678 -0.02 -0.02 0.15
N -0.05131 -4.58922 -2.27680 -0.07 0.03 -0.17
C 0.00394 -4.27001 -0.97905 -0.09 0.00 0.17
N -1.16361 -3.80603 -0.57091 0.08 0.02 -0.14
C -1.91194 -3.87024 -1.70204 -0.09 0.08 0.00
N -1.28949 -4.33400 -2.76287 0.10 -0.11 0.04
C 0.97458 -2.94699 -4.41245 -0.07 -0.18 0.01
H -3.25416 3.31553 -1.22639 0.01 0.01 -0.01
H -4.50528 2.37198 -2.01973 0.01 0.00 -0.06
H -1.05788 1.59393 -0.50915 0.01 -0.01 0.04
H -3.65511 -1.60709 0.00107 0.01 0.00 0.01
H -3.59849 4.51562 -3.47787 0.00 -0.01 0.01
H -2.42249 4.94159 -5.60082 0.00 0.00 0.00
H -0.80755 3.27404 -6.47281 0.01 -0.03 0.00
H -1.61567 0.73246 -3.12878 0.00 0.00 -0.01
H 3.09920 -1.86506 -6.82205 -0.02 0.01 0.00
H 4.05344 -4.11958 -6.42877 0.00 -0.01 0.01
H 3.05516 -5.59466 -4.72150 0.00 0.00 0.02
H 1.81013 -5.39637 -2.42668 0.01 -0.02 -0.03
H 0.63771 -6.07070 -3.54567 -0.04 0.06 -0.08
H 0.89611 -4.39208 -0.38354 -0.03 -0.01 0.03
H -2.94741 -3.57212 -1.75306 0.02 0.01 0.03
H 0.08980 -2.63744 -3.87485 0.00 0.04 -0.04
O 2.10359 -5.24693 1.70456 0.02 0.13 0.10
Cl 1.72142 -3.98694 2.27249 0.27 -0.49 -0.05
O 2.50630 -3.64640 3.42382 -0.07 -0.13 -0.17
O 1.88030 -2.94048 1.25483 0.92 -0.95 0.07
O 0.30805 -4.02420 2.64410 0.91 -1.47 0.31
C -2.98369 2.90362 5.01683 -0.08 -0.02 0.09
N -2.92108 1.48215 4.71466 0.06 0.08 -0.09
C -3.46451 0.52264 5.65420 -0.02 -0.01 0.06
C -2.46109 1.07964 3.51569 0.02 -0.03 -0.01
O -2.41706 -0.07191 3.12163 -0.24 0.11 0.25
H -3.39039 3.02756 6.01845 0.02 -0.01 0.00
H -3.64001 3.43475 4.32521 0.01 0.01 -0.01
H -1.99267 3.35793 5.00099 0.00 -0.01 -0.05
H -4.55698 0.55433 5.66828 0.00 0.00 -0.01
H -3.09052 0.73690 6.65542 -0.01 0.00 0.00
H -3.14475 -0.47391 5.36155 -0.01 0.01 -0.03
H -2.11077 1.91885 2.88944 0.03 0.01 0.02
```
Forces are in eV/Å.

E in Ha: -3135.738991
F_max in eV/A: 3.1
Energy above the lowest of the compared OMol25 structures with the same formula, charge and spin in kcal/mol: 22.8
Charge: 0
E_LUMO in hartree: -0.003